--- one ---
Below is C2H5NOS in the gas phase, with properties calculated with ωB97M-V/def2-TZVPD.

The geometry in XYZ format:
```
10
Properties=species:S:1:pos:R:3:nbo_charge:R:1
C -1.25867 -0.12301 -0.56692 -0.666
C 0.22469 0.10371 -0.37817 0.131
H -1.54079 -0.96923 -1.11698 0.239
H -1.78731 -0.12164 0.45981 0.198
H -1.64265 0.73373 -1.09250 0.251
H 0.10507 -0.59459 1.57437 0.394
H 2.32512 0.29703 0.59717 0.493
N 0.58435 -0.14432 0.87131 -0.241
O 1.73590 0.24849 1.35899 -0.524
S 1.25429 0.56983 -1.70708 -0.275
```

For the HOMO energy, the calculation gives -8.7 eV. Its structure (SMILES) is CC(=S)NO. The multiplicity is 1. As for the charge: 0.


--- two ---
Below is a molecular structure, C2H5NOS, with properties calculated with ωB97M-V/def2-TZVPD.

The geometry in XYZ format:
```
10
Properties=species:S:1:pos:R:3:nbo_charge:R:1
C -0.40103 -0.49914 0.01109 -0.366
C 0.29265 0.21395 -1.31110 0.437
H -0.36688 1.44257 1.19351 0.402
H -1.11931 -0.60092 1.76676 0.408
H -1.46275 -1.00340 -0.27255 0.215
H 0.20929 -1.53267 -0.00912 0.210
H 1.58895 0.43360 0.56335 0.233
N -0.19039 0.11711 1.25824 -0.876
O -0.17882 0.04487 -2.44829 -0.544
S 1.62829 1.38403 -0.75188 -0.119
```

For the HOMO energy, the calculation gives -9.7 eV. The multiplicity is 1. As for the charge: 0.


It comes down to one, which is 226.0 kJ/mol more stable than the next structure.


--- one ---
Below is 2 unconnected molecules or ions with the total composition C2H9NOS, with properties calculated with ωB97M-V/def2-TZVPD.

The geometry in XYZ format:
```
14
Properties=species:S:1:pos:R:3:nbo_charge:R:1
C -1.53371 -0.73170 1.55970 -0.743
S -1.96096 0.56527 0.35312 -0.043
H -0.75983 -1.37113 1.15753 0.228
H -2.40841 -1.06547 2.10195 0.228
H -1.01425 -0.13674 2.33129 0.217
H -2.82447 -0.19495 -0.33533 0.113
N 2.20174 -0.67803 0.14389 -0.872
C 2.25309 0.25951 -0.96629 0.084
O 0.97663 0.29900 -1.60106 -0.725
H 2.28996 -0.24833 1.03840 0.367
H 2.90660 -1.39875 0.07938 0.367
H 3.03116 -0.09578 -1.64414 0.147
H 2.44746 1.27505 -0.63980 0.157
H 0.53822 -0.44989 -1.17755 0.475
```

For the HOMO energy, the calculation gives -8.9 eV. Its structure (SMILES) is NCO.CS. The multiplicity is 1. As for the charge: 0.


--- two ---
Below is 2 unconnected molecules or ions with the total composition C2H9NOS, with properties calculated with ωB97M-V/def2-TZVPD.

The geometry in XYZ format:
```
14
Properties=species:S:1:pos:R:3:nbo_charge:R:1
C -1.92759 2.83807 0.84890 -0.737
S -2.95069 1.82853 1.98543 -0.050
H -1.90411 3.84945 1.31821 0.228
H -1.01919 2.32749 0.49321 0.230
H -2.51928 3.00283 -0.06888 0.209
H -3.36690 2.94546 2.63722 0.119
N 2.10985 -2.50496 -1.83605 -0.851
C 1.75078 -1.49921 -0.81538 0.092
O 0.88300 -2.06527 0.08739 -0.739
H 2.43065 -3.33341 -1.29595 0.338
H 1.35786 -2.85771 -2.38990 0.358
H 2.74326 -1.18539 -0.32635 0.152
H 1.20670 -0.61662 -1.30293 0.177
H 1.20566 -2.72927 0.66508 0.472
```

For the HOMO energy, the calculation gives -8.9 eV. Its structure (SMILES) is NCO.CS. The multiplicity is 1. As for the charge: 0.


It comes down to one, which is 36.9 kJ/mol more stable than the next structure.


--- one ---
Below is 2 unconnected molecules or ions with the total composition C2H10NS, with properties calculated with ωB97M-V/def2-TZVPD.

The geometry in XYZ format:
```
14
Properties=species:S:1:pos:R:3:nbo_charge:R:1
N 1.87235 1.96226 0.53445 -0.884
H 2.38655 1.98257 1.42051 0.456
H 2.36720 2.42881 -0.21597 0.451
H 0.98497 2.44495 0.69848 0.452
H 1.73310 0.96169 0.23899 0.464
C -1.66092 -0.63160 -1.01385 -0.614
C -1.07969 -1.18624 0.29678 -0.515
S 0.72026 -1.00181 0.45021 -0.132
H -1.48134 0.41390 -1.23647 0.204
H -1.27453 -1.22381 -1.84118 0.221
H -2.72567 -0.86086 -0.92844 0.232
H -1.35529 -2.23897 0.35374 0.245
H -1.58333 -0.80658 1.18770 0.232
H 1.09632 -2.24431 0.05504 0.188
```

For the HOMO energy, the calculation gives -13.3 eV. The multiplicity is 1. As for the charge: +1.


--- two ---
Below is 2 unconnected molecules or ions with the total composition C2H10NS, with properties calculated with ωB97M-V/def2-TZVPD.

The geometry in XYZ format:
```
14
Properties=species:S:1:pos:R:3:nbo_charge:R:1
N -0.00684 -2.28566 -1.52010 -1.141
H 1.00001 -2.72839 -1.50430 0.398
H -0.12451 -1.66977 -2.29567 0.370
H -0.74679 -3.00001 -1.47714 0.390
H -1.05294 -0.71799 0.74943 0.234
C 0.41026 0.98394 -0.66647 -0.801
S 0.16185 0.01497 0.88429 0.678
C -0.16373 1.23592 2.11833 -0.841
H 1.21356 0.77329 -1.29498 0.272
H 0.49606 2.08779 -0.84067 0.297
H -0.48948 0.67204 -1.34652 0.271
H -1.28842 1.41149 2.08627 0.275
H 0.26323 0.94123 3.15795 0.296
H 0.32773 2.28116 1.94958 0.301
```

For the HOMO energy, the calculation gives -13.9 eV. The multiplicity is 1. As for the charge: +1.


It comes down to one, which is 197.2 kJ/mol more stable than the next structure.


--- one ---
Below is 2 unconnected molecules or ions with the total composition C2H10NS, with properties calculated with ωB97M-V/def2-TZVPD.

The geometry in XYZ format:
```
14
Properties=species:S:1:pos:R:3:nbo_charge:R:1
C -1.60057 0.41367 1.60581 -0.715
S -2.13942 0.38353 -0.14396 -0.034
H -0.66126 -0.10622 1.74841 0.207
H -1.49481 1.45730 1.89202 0.244
H -2.37007 -0.06059 2.20609 0.248
H -2.43844 -0.92351 -0.19370 0.144
C 1.86985 -0.17940 -0.34883 -0.420
N 0.81320 -0.10861 -1.41267 -0.702
H 1.89626 0.75977 0.18527 0.238
H 1.63819 -0.99256 0.32619 0.235
H 2.82672 -0.36490 -0.81755 0.240
H 1.11671 0.51458 -2.16155 0.436
H -0.11800 0.23074 -1.05064 0.443
H 0.66163 -1.02381 -1.83490 0.435
```

For the HOMO energy, the calculation gives -13.6 eV. The multiplicity is 1. As for the charge: +1.


--- two ---
Below is 2 unconnected molecules or ions with the total composition C2H10NS, with properties calculated with ωB97M-V/def2-TZVPD.

The geometry in XYZ format:
```
14
Properties=species:S:1:pos:R:3:nbo_charge:R:1
N -2.09012 -1.71622 1.26860 -1.095
H -2.57720 -1.90846 0.41783 0.365
H -2.73627 -1.23641 1.88799 0.379
H -1.93632 -2.63527 1.66958 0.376
H -0.26505 -0.00981 -1.51429 0.165
C 1.60278 1.60296 -1.54589 -0.741
S 0.99637 -0.02131 -1.05599 0.699
C 0.54751 0.06733 0.66144 -0.804
H 2.62545 1.66496 -1.18512 0.271
H 0.96359 2.35009 -1.08123 0.256
H 1.57005 1.69090 -2.62877 0.277
H 1.37223 -0.08881 1.35276 0.272
H 0.08708 1.00932 0.94924 0.257
H -0.16010 -0.76927 0.80384 0.322
```

For the HOMO energy, the calculation gives -14.0 eV. The multiplicity is 1. As for the charge: +1.


It comes down to one, which is 63.5 kJ/mol more stable than the next structure.